C36H54BF12IN2O12PS2 | the ωB97M-V functional and the def2-TZVPD basis

Summary:
Gap between HOMO and LUMO: 7.35 eV
HOMO energy: -11.065 eV
DFT total energy: -138100.9206 eV
Total charge: +1
LUMO level: -3.714 eV

Last column: Löwdin charge in e.
CARTESIAN COORDINATES (ANGSTROEM)
1 H -0.068 7.079 -3.688  0.07
2 H -0.572 -4.543 -1.503  0.09
3 C -0.384 3.789 -4.696  -0.20
4 H -0.720 -3.858 -3.125  0.10
5 H 1.760 -1.634 3.170  0.05
6 C -1.958 -0.089 -1.328  -0.06
7 H 0.869 -3.899 -2.326  0.09
8 C 4.695 -3.963 0.806  -0.06
9 P 0.456 1.816 0.213  0.53
10 O -3.600 -3.006 6.177  0.18
11 C -4.492 1.477 -3.666  -0.07
12 C -0.205 -3.773 -2.167  -0.07
13 H 4.556 -3.068 1.415  0.07
14 H -5.047 1.201 -4.550  0.11
15 H -5.408 3.437 -3.551  0.11
16 H 2.510 -0.110 1.035  0.09
17 O -0.467 -2.516 -1.572  -0.18
18 C -4.706 2.741 -3.119  -0.04
19 N 1.787 0.354 -1.671  0.10
20 B 3.271 0.166 -1.351  -0.86
21 O -0.911 3.464 8.341  0.04
22 H 0.707 5.576 -3.131  0.07
23 H -2.462 -1.406 7.723  0.13
24 O 1.405 -2.162 -6.849  0.15
25 H 5.723 -4.296 0.948  0.09
26 C 3.421 -4.692 3.488  -0.38
27 H -2.412 -1.046 -1.543  0.12
28 H -0.225 -0.953 0.630  0.11
29 H -1.331 -3.649 7.541  0.08
30 H -1.201 -1.599 -3.199  0.11
31 S -0.974 1.782 1.533  0.26
32 H 0.148 -2.855 7.013  0.08
33 C 1.259 -0.845 2.617  -0.06
34 H 2.860 -3.539 -10.138  0.09
35 H 1.682 1.947 0.884  -0.01
36 F 0.945 0.880 -7.664  0.14
37 C 1.746 -0.881 1.163  -0.25
38 H 2.332 -4.093 -8.554  0.08
39 H -4.817 5.117 -1.914  0.08
40 H -2.015 2.520 -3.952  0.10
41 F 0.216 2.176 10.369  0.18
42 H -2.639 2.497 -0.465  0.06
43 C 1.449 0.780 -2.834  -0.57
44 C -1.389 2.264 8.615  -0.41
45 H -3.482 4.263 8.893  0.08
46 H 3.850 -5.929 0.584  0.13
47 H 1.508 0.083 3.117  0.07
48 H -0.934 5.924 -2.707  0.06
49 C -1.773 4.331 7.575  -0.19
50 O -2.452 1.822 8.294  0.17
51 H 0.682 3.591 -4.617  0.09
52 H 0.456 -0.495 -4.870  -0.10
53 F 0.147 -0.217 -9.346  0.19
54 H 4.595 1.027 -0.243  0.14
55 C -0.208 6.020 -3.514  -0.09
56 O 2.801 -3.686 3.302  0.15
57 O 3.836 -1.062 -1.516  0.20
58 H 4.380 -1.874 -9.054  0.13
59 H -1.762 5.430 -4.947  0.11
60 C -0.750 -2.731 7.621  -0.05
61 H -1.114 5.074 7.131  0.12
62 H -3.445 -0.383 -3.539  0.11
63 C 0.458 -0.308 -8.058  -0.56
64 C 0.616 0.186 -0.795  -0.47
65 C -0.140 0.935 -2.999  -0.64
66 H -0.456 -2.598 8.661  0.08
67 H 0.200 -1.066 2.680  0.06
68 C -1.151 3.063 -3.584  -0.19
69 F -0.889 0.371 9.936  0.17
70 N 0.666 -0.855 0.163  0.02
71 H 3.820 -2.380 -7.466  0.12
72 O -1.858 -1.642 5.741  0.03
73 H -3.210 4.928 -1.274  0.07
74 C -0.704 5.274 -4.752  -0.24
75 O 3.944 -5.475 2.556  0.05
76 H -1.991 0.018 -0.248  0.07
77 O -0.316 2.269 -2.714  -0.15
78 H 4.013 -4.326 -9.048  0.09
79 F -3.648 -1.198 3.533  0.16
80 C -0.487 -0.091 -1.854  -0.26
81 C -1.548 -1.537 7.148  -0.19
82 H 0.597 -1.628 -3.044  0.12
83 F -3.924 -3.336 3.510  0.18
84 H 0.373 2.951 -0.602  0.00
85 F 3.453 -4.379 5.824  0.18
86 H -2.235 3.770 6.764  0.12
87 C -2.806 4.997 8.457  -0.06
88 F -1.949 -2.519 3.243  0.14
89 O 2.462 -1.348 -8.666  0.05
90 H 2.683 -4.718 1.092  0.12
91 H 4.554 -3.700 -0.244  0.07
92 C -3.108 -2.367 3.907  -0.54
93 C -4.194 4.458 -1.321  -0.03
94 F 2.891 -6.334 5.088  0.18
95 C 3.692 -5.284 4.883  -0.55
96 S -0.458 0.475 -4.751  0.92
97 H -0.171 5.673 -5.613  0.11
98 F 0.636 1.053 8.563  0.16
99 C -2.896 -2.401 5.429  -0.41
100 H -3.394 5.707 7.876  0.08
101 C -3.135 2.197 -1.377  -0.02
102 F 4.958 -5.690 4.994  0.18
103 C 3.164 -3.647 -9.097  -0.05
104 I 2.896 1.215 -4.254  1.24
105 H -0.691 3.324 -5.632  0.10
106 H 3.463 -1.648 -0.840  0.10
107 H -4.535 4.373 -0.295  0.09
108 H 2.270 -1.833 1.054  0.09
109 C -3.589 0.589 -3.091  -0.06
110 C -2.892 0.946 -1.928  -0.21
111 C 3.539 -2.303 -8.515  -0.18
112 H -2.321 5.528 9.276  0.09
113 C -0.357 -1.482 -2.524  -0.21
114 H -0.962 -0.628 7.251  0.11
115 C -0.339 1.454 9.397  -0.55
116 O 3.910 1.253 -0.883  0.21
117 H -1.559 3.830 -2.936  0.11
118 C 3.717 -5.047 1.204  -0.19
119 C 1.494 -1.410 -7.778  -0.41
120 C -4.022 3.112 -1.964  -0.27
121 F -0.663 -0.553 -7.373  0.11